Entry from OMol25: a structure of composition C35H54AsFeNP2 in a non-equilibrium geometry (ωB97M-V/def2-TZVPD).

As for the multiplicity: 6. The gap between HOMO and LUMO (spin up / spin down) is 7.31 / 6.47 eV. Its net charge is +1. For the electronic energy, the calculation gives -152443.3464 eV.

Cartesian coordinates (Å):
Fe -0.07527 0.54016 0.17246
C -3.79597 1.71316 2.37516
C -3.90467 0.60296 1.32506
C -4.18367 -0.72464 2.03516
P -2.36207 0.50736 0.29526
C -2.83857 -0.69264 -1.03934
C -2.37157 -0.31314 -2.44534
C -2.24717 -2.06994 -0.70004
C -2.32667 2.14356 -0.54244
C -3.46377 2.64456 -1.21124
C -3.41037 3.82916 -1.94974
C -4.61747 4.36036 -2.65564
C -2.19257 4.49796 -2.03954
C -1.06447 4.01416 -1.36634
C -1.10467 2.86916 -0.54774
N -0.06157 2.37406 0.17246
C 1.07443 3.06016 0.44336
C 1.11573 4.42346 0.79196
C 2.31783 5.09036 1.04776
C 3.52653 4.40286 0.99396
C 4.82103 5.10106 1.26936
C 3.50073 3.02416 0.75326
C 2.29433 2.34246 0.49846
P 2.21473 0.52096 0.29526
C 3.52483 -0.15474 1.40386
C 3.66973 -1.66944 1.22346
C 3.20183 0.13736 2.87396
C 2.84573 0.23976 -1.41754
C 4.23953 0.77956 -1.72064
C 1.85673 0.75746 -2.46414
H -4.70447 1.75336 2.98676
H -3.67557 2.69996 1.91606
H -2.94717 1.55216 3.04996
H -4.76437 0.82066 0.68226
H -3.33657 -1.04434 2.65296
H -4.40257 -1.52444 1.32066
H -5.05917 -0.63774 2.68846
H -3.93077 -0.78024 -1.06594
H -1.30187 -0.09264 -2.47724
H -2.90827 0.55656 -2.83374
H -2.56317 -1.13004 -3.15074
H -1.15017 -2.04854 -0.71534
H -2.57217 -2.81954 -1.43044
H -2.55437 -2.42514 0.28826
H -4.39177 2.08436 -1.18104
H -5.48677 3.71016 -2.51254
H -4.42707 4.43256 -3.73124
H -4.87417 5.35176 -2.26844
H -2.09697 5.40096 -2.63384
H -0.12687 4.54836 -1.49554
H 0.18283 4.97696 0.86916
H 2.28623 6.14796 1.28806
H 4.75223 6.16686 1.02686
H 5.62533 4.68206 0.65526
H 5.08853 4.99686 2.32516
H 4.43633 2.47806 0.76796
H 4.49483 0.29696 1.17746
H 2.72983 -2.19634 1.42526
H 4.42773 -2.06764 1.90766
H 3.98823 -1.92804 0.20836
H 2.24623 -0.30674 3.17646
H 3.14753 1.21216 3.07616
H 3.98053 -0.27284 3.52686
H 2.88713 -0.84914 -1.54364
H 4.26993 1.87336 -1.71164
H 4.55803 0.46066 -2.72024
H 4.98963 0.40946 -1.01614
H 1.77173 1.84946 -2.44604
H 0.85953 0.33806 -2.30664
H 2.17563 0.46866 -3.47194
C 0.30873 -2.76284 -1.60174
As -0.07527 -1.98514 0.17246
C 1.61903 -2.56344 1.00416
C -1.35617 -3.38874 0.79326
C -0.92477 -4.81934 0.57966
C 0.08733 -5.39594 1.36506
C 0.46763 -6.72624 1.16276
C -0.16127 -7.49514 0.18136
C -1.17847 -6.93714 -0.59554
C -1.56287 -5.60774 -0.39564
H 0.62653 -3.82094 -1.50514
H 1.12353 -2.18564 -2.08474
H -0.60237 -2.70944 -2.23204
H 1.88943 -3.59154 0.69706
H 1.53503 -2.49604 2.10826
H 2.42903 -1.88704 0.66276
H -2.27967 -3.19064 0.20876
H -1.60977 -3.23314 1.86296
H 0.57493 -4.82514 2.14306
H 1.24743 -7.16494 1.77046
H 0.13583 -8.52484 0.02876
H -1.67137 -7.53364 -1.35204
H -2.35377 -5.19194 -1.00734
H -0.07527 0.54016 1.85886

***

Entry from OMol25: a structure of composition C35H54AsNPSe2W (ωB97M-V/def2-TZVPD).

As for the multiplicity: 3. The calculation puts the energy relative to the best compared isomer or geometry (same formula, charge and spin) at 6.08 kcal per mole. The gap between HOMO and LUMO (spin up / spin down) is 6.28 / 5.71 eV. Its net charge is +3. For the electronic energy, the calculation gives -241283.2393 eV.

Cartesian coordinates (Å):
W -0.66085 0.14266 0.35496
C 4.31972 0.21184 -0.87894
C 2.84091 -0.17126 -0.93518
C 2.15128 0.52094 -2.10885
P 1.93812 0.17303 0.64867
C 2.88778 -0.74094 1.93145
C 2.48632 -0.42153 3.37028
C 2.89224 -2.24258 1.63414
C 2.19168 1.93968 0.91349
C 3.37663 2.56596 1.27906
C 3.47961 3.95677 1.26371
C 4.74848 4.65236 1.66641
C 2.36490 4.69001 0.84408
C 1.17441 4.07738 0.48887
C 1.09017 2.69635 0.54757
N -0.08012 1.95193 0.26856
C -1.39647 2.48947 0.11189
C -2.02369 3.21912 1.15317
C -1.37935 3.39874 2.50062
C -3.23428 3.82748 0.87934
C -3.85072 3.74139 -0.37340
C -5.14165 4.44854 -0.65026
C -3.23567 2.97785 -1.37046
C -2.01939 2.36129 -1.15868
C -1.35539 1.58008 -2.26833
H 4.78360 -0.09797 -1.81644
H 4.86390 -0.28620 -0.07704
H 4.45497 1.28879 -0.78781
H 2.77383 -1.25038 -1.06325
H 2.09278 1.60023 -1.94916
H 1.14588 0.13319 -2.27980
H 2.72345 0.35747 -3.02302
H 3.90193 -0.36050 1.78274
H 1.59814 -0.97152 3.67895
H 2.31135 0.64306 3.52894
H 3.29018 -0.72912 4.03932
H 1.87749 -2.64809 1.60801
H 3.44384 -2.77254 2.41122
H 3.37648 -2.47274 0.68530
H 4.23862 1.97974 1.57633
H 5.53755 3.94417 1.91015
H 4.58212 5.28882 2.53665
H 5.10360 5.29903 0.86317
H 2.43236 5.77051 0.80357
H 0.32006 4.66677 0.17615
H -0.64153 2.62947 2.72618
H -2.13384 3.42066 3.28726
H -0.85438 4.35510 2.54256
H -3.71212 4.40976 1.65957
H -5.49029 5.00950 0.21320
H -5.92183 3.74486 -0.94682
H -5.01319 5.14310 -1.48272
H -3.71431 2.88825 -2.33964
H -2.08506 1.31016 -3.03042
H -0.89169 0.64160 -1.92881
H -0.56774 2.16573 -2.74672
C -4.35948 -0.25012 -0.70500
Se -3.12100 -0.90609 0.64079
C -3.68549 0.25566 2.10786
C -2.81572 0.04622 3.32760
Se -0.88628 -0.16855 2.94539
C -0.81195 -2.07515 3.35428
H -4.40421 0.83246 -0.64010
H -5.32750 -0.70008 -0.49993
H -4.00309 -0.56299 -1.68219
H -4.72293 0.00683 2.33048
H -3.63442 1.27199 1.72332
H -3.08462 -0.85246 3.87850
H -2.89284 0.89792 4.00059
H -0.95478 -2.16234 4.42940
H 0.16878 -2.44992 3.08152
H -1.59027 -2.60384 2.81260
C -0.84460 -3.76283 0.18257
As -0.43543 -2.27062 -0.97901
C -1.84246 -2.43346 -2.29934
C 1.16029 -2.94789 -1.93204
C 0.86183 -4.21520 -2.67788
C 0.47216 -4.16716 -4.01495
C 0.21636 -5.33780 -4.71350
C 0.34991 -6.56633 -4.08145
C 0.75180 -6.62454 -2.75438
C 1.00900 -5.45401 -2.05632
H -0.91109 -4.65870 -0.43256
H -1.79629 -3.59851 0.68203
H -0.05467 -3.89426 0.92009
H -1.65600 -3.33538 -2.88075
H -1.86672 -1.57168 -2.96492
H -2.80389 -2.54132 -1.79840
H 1.91462 -3.11600 -1.16559
H 1.49518 -2.16099 -2.60593
H 0.39127 -3.20995 -4.52008
H -0.07248 -5.29368 -5.75498
H 0.15969 -7.47957 -4.62899
H 0.88159 -7.58284 -2.26954
H 1.35488 -5.50434 -1.02896

***

Entry from OMol25: a structure of composition C35H54BN5O2Sb2Ti in a non-equilibrium geometry (ωB97M-V/def2-TZVPD).

As for the multiplicity: 2. The calculation puts the energy relative to the best compared isomer or geometry (same formula, charge and spin) at 8.04 kcal per mole. The gap between HOMO and LUMO (spin up / spin down) is 7.19 / 7.23 eV. Its net charge is +1. For the electronic energy, the calculation gives -85578.7478 eV.

Cartesian coordinates (Å):
Ti -0.55566 -0.80215 -0.29884
C 0.04165 -3.65037 1.03514
N 0.82248 -2.71963 0.19616
C 2.07703 -2.40542 0.90387
C 1.15586 -3.40818 -1.06689
C 1.62463 -2.44345 -2.12955
N 0.52652 -1.64419 -2.66677
C 1.07406 -0.57029 -3.49496
C -0.28015 -2.48601 -3.56264
H 0.57795 -4.60007 1.14985
H -0.92753 -3.83994 0.57321
H -0.10623 -3.22372 2.02664
H 2.63343 -3.32630 1.11699
H 1.85863 -1.90731 1.84828
H 2.70205 -1.74130 0.30998
H 0.27214 -3.95643 -1.39287
H 1.94226 -4.14850 -0.87211
H 2.12868 -3.01070 -2.92776
H 2.37159 -1.75881 -1.71690
H 1.71454 -0.97712 -4.28960
H 1.64771 0.12073 -2.88441
H 0.25611 -0.02778 -3.96145
H 0.35381 -2.89250 -4.36272
H -1.06799 -1.88909 -4.01335
H -0.74608 -3.31568 -3.03444
C 2.17231 3.36283 1.07780
Sb 1.89447 1.28650 1.45775
C 3.98602 0.86118 1.71533
C 1.65176 1.42754 3.65206
C 1.73454 2.80648 4.24204
C 3.01276 3.34945 4.39718
C 3.21755 4.62891 4.87396
C 2.12436 5.40336 5.23237
C 0.85387 4.87279 5.12670
C 0.62271 3.58293 4.64420
C -0.79798 3.10397 4.61322
Sb -1.66244 3.16926 2.62883
C -1.44617 5.28648 2.43388
C -3.68736 3.21258 3.34284
H 2.78377 3.77297 1.87926
H 1.22451 3.89241 1.04294
H 2.67517 3.47278 0.12133
H 4.39809 1.63420 2.36355
H 4.52719 0.87597 0.77561
H 4.11939 -0.10937 2.19418
H 2.50721 0.84556 4.00506
H 0.75304 0.90409 3.95268
H 3.87053 2.74301 4.12830
H 4.22197 5.01537 4.97333
H 2.26145 6.40423 5.61625
H 0.00354 5.46419 5.44609
H -1.42554 3.75977 5.22023
H -0.90905 2.09209 4.99985
H -1.91263 5.77458 3.28833
H -1.92136 5.63109 1.51750
H -0.38970 5.54630 2.40534
H -3.84658 4.13917 3.89232
H -3.85029 2.37272 4.01402
H -4.40175 3.15403 2.52394
C -1.10535 1.00728 -1.19427
H -2.15428 1.25859 -1.00166
H -0.97273 0.95528 -2.27688
H -0.48364 1.81286 -0.78985
N 1.62940 3.49256 -2.54094
C 2.83402 2.84770 -2.52088
C 3.94540 3.34887 -3.22271
C 5.12380 2.64861 -3.16828
C 5.19103 1.46374 -2.42721
C 4.05184 1.06950 -1.76615
N 2.89097 1.73610 -1.78938
H 1.47276 4.23924 -3.19262
H 0.82762 2.99919 -2.18857
H 3.85772 4.26123 -3.79703
H 5.99028 3.00901 -3.70597
H 6.09630 0.87924 -2.36860
H 4.05423 0.15406 -1.18276
C -2.86742 -1.30604 3.90680
C -3.55171 -1.11605 2.71671
C -2.83055 -0.81049 1.57715
N -1.48763 -0.73541 1.56345
C -0.84118 -0.90155 2.73044
C -1.48524 -1.18062 3.91990
H -3.40318 -1.55286 4.81328
H -4.62691 -1.19251 2.65994
H -3.33647 -0.62019 0.63815
H 0.23603 -0.82439 2.68778
H -0.90940 -1.30886 4.82497
O -2.69740 -3.25187 -0.83087
B -2.22701 -1.95301 -1.11845
O -3.10616 -1.36193 -2.05390
C -4.05596 -2.30942 -2.35412
C -5.11302 -2.21982 -3.23095
C -5.92595 -3.34723 -3.34199
C -5.67735 -4.49842 -2.60117
C -4.60252 -4.57351 -1.71546
C -3.81051 -3.45317 -1.61954
H -5.29852 -1.32088 -3.80119
H -6.76848 -3.32549 -4.01859
H -6.32949 -5.35282 -2.71306
H -4.39972 -5.46257 -1.13630

***

Entry from OMol25: a structure of composition C35H54BrIrN3OP2 in a non-equilibrium geometry (ωB97M-V/def2-TZVPD).

As for the multiplicity: 6. The calculation puts the energy relative to the best compared isomer or geometry (same formula, charge and spin) at 0.00 kcal per mole. The gap between HOMO and LUMO (spin up / spin down) is 6.92 / 4.36 eV. Its net charge is +4. For the electronic energy, the calculation gives -135105.7080 eV.

Cartesian coordinates (Å):
N 4.92473 1.73184 -2.08596
C 4.61782 1.51164 -0.80634
C 3.59594 0.63325 -0.42931
C 2.85086 -0.00323 -1.43701
C 3.20806 0.20982 -2.78135
C 4.25548 1.10849 -3.05093
C 1.77346 -0.95449 -1.06046
Ir -0.21295 -0.23303 -0.89274
P -2.18854 -1.35210 -0.46776
C 0.87597 -1.50457 -2.08467
C 0.51443 -2.95096 -1.98385
C 0.11197 -3.63272 -3.14958
C -0.37631 -4.93250 -3.05586
C -0.46346 -5.53731 -1.79581
C 0.05542 -4.92498 -0.65561
C 0.56013 -3.62477 -0.75562
Br -1.31993 -7.22778 -1.61973
H 2.02276 -1.58493 -0.19212
H 0.96025 -1.13009 -3.11091
H 3.39323 0.43971 0.62335
H 2.72872 -0.31693 -3.60402
H 5.19405 2.02625 -0.03467
H 4.53899 1.30217 -4.08881
H 0.20058 -3.13160 -4.11686
H 0.98235 -3.15272 0.13110
H -0.69100 -5.46259 -3.94703
H 0.08580 -5.44357 0.29851
P -0.76796 1.35295 -2.41916
C -1.99481 -2.31114 1.09920
C -2.85163 -3.56460 1.30986
H -2.18601 -1.58968 1.90921
H -0.92955 -2.58337 1.15672
H -2.60901 -3.98857 2.29511
H -3.92875 -3.34739 1.32186
H -2.65999 -4.35737 0.57253
C -2.70778 -2.63297 -1.70907
C -4.17090 -3.08336 -1.76768
H -2.04456 -3.49699 -1.55001
H -2.42751 -2.22092 -2.68981
H -4.27515 -3.82679 -2.57167
H -4.51241 -3.56977 -0.84403
H -4.84877 -2.25296 -2.00354
C -3.68344 -0.30302 -0.25320
C -4.80404 -0.82831 0.64605
H -4.07902 -0.10571 -1.26352
H -3.32934 0.66037 0.13722
H -5.60658 -0.07951 0.68620
H -5.25814 -1.75326 0.26851
H -4.47439 -0.99987 1.67838
C -1.58154 2.97210 -2.01186
C -2.95980 2.97992 -1.37478
H -1.65635 3.48894 -2.98389
H -0.85610 3.53739 -1.40829
H -3.28523 4.02379 -1.26673
H -3.71183 2.45495 -1.97752
H -2.97544 2.55508 -0.36853
C -1.91791 0.79831 -3.76726
C -1.42755 -0.37388 -4.60134
H -2.04097 1.68245 -4.41577
H -2.89763 0.59622 -3.30692
H -2.22733 -0.68335 -5.28678
H -0.55436 -0.10755 -5.21288
H -1.16247 -1.24240 -3.98575
C 0.55158 2.10223 -3.48894
C 1.46819 3.12294 -2.82194
H 0.01005 2.60065 -4.31124
H 1.12765 1.28377 -3.94358
H 2.28451 3.36594 -3.51511
H 0.94656 4.05870 -2.58219
H 1.92754 2.73333 -1.90539
C 3.02580 1.26107 7.50826
C 3.58513 1.04763 6.11512
N 2.73898 1.60074 5.04518
C 2.70627 3.07469 5.03304
C 3.18227 3.77036 3.77807
C 2.35110 0.76052 4.01490
O 2.78698 -0.39681 3.90954
C 1.28643 1.20374 3.04053
C 0.32021 2.16340 3.34996
C -0.65667 2.44366 2.42466
C -0.73999 1.66887 1.27214
N 0.13480 0.70297 0.98272
C 1.11761 0.40780 1.88044
H 2.89681 2.32280 7.74325
H 3.74006 0.83039 8.21554
H 2.06684 0.74952 7.63545
H 4.53883 1.59154 6.04573
H 3.77476 -0.01194 5.90954
H 1.69735 3.42682 5.29101
H 3.33960 3.37359 5.87962
H 2.60040 3.49437 2.89964
H 3.06988 4.84412 3.95115
H 4.24196 3.58004 3.58585
H 0.29480 2.64300 4.32969
H -1.39019 3.22272 2.57494
H -1.55759 1.77473 0.57089
H 1.73689 -0.47990 1.69472